(1)
DFT (wB97M-V/def2-TZVPD) results for a structure of composition C28H52Cl2GeNO5PPtSi3.

Each line ends with the Mulliken spin population.
Positions of all 94 atoms, in Å:
Pt  -0.089686  -0.629654  -0.955394  0.016
Cl  2.690406  -4.125151  5.823609  0.000
C  2.049161  -3.602259  4.302574  0.000
C  1.956201  -4.537990  3.246970  0.000
C  1.457409  -4.183117  2.032518  -0.001
Cl  1.376023  -5.377199  0.784464  0.000
C  0.988506  -2.845396  1.744393  -0.001
O  0.547644  -2.525792  0.607308  0.004
C  1.107392  -1.935011  2.849467  0.013
C  0.654610  -0.616923  2.726066  0.016
O  0.133721  -0.132871  1.696230  -0.040
C  1.634415  -2.329992  4.109441  0.002
H  2.290066  -5.554198  3.409580  0.000
H  0.733377  0.020911  3.614857  -0.003
H  1.692860  -1.602842  4.910354  0.000
C  -0.938274  0.732759  -5.410799  0.000
C  -1.717844  -0.241544  -4.807732  0.000
C  -1.487240  -0.564988  -3.486889  0.001
N  -0.524362  0.036293  -2.769019  -0.001
C  0.214075  0.997724  -3.339987  0.002
C  0.033289  1.369454  -4.657255  0.000
H  -1.091551  0.994857  -6.448918  0.000
H  -2.497792  -0.756205  -5.350249  0.000
H  -2.069400  -1.314158  -2.970368  0.000
H  0.959662  1.461343  -2.709806  0.000
H  0.657297  2.144643  -5.078386  0.000
C  -1.405055  -5.342003  -2.471712  0.000
C  -0.903536  -4.125615  -1.736591  0.000
O  0.228143  -3.604653  -2.472317  0.004
P  1.092487  -2.365850  -1.986107  0.009
O  1.623441  -1.789753  -3.381468  0.002
C  2.270880  -2.646529  -4.354115  0.001
C  3.370197  -1.860913  -5.025098  0.000
O  2.368779  -3.078730  -1.362114  0.008
C  3.362097  -2.277798  -0.693048  -0.002
C  4.622459  -3.099368  -0.576767  0.000
H  -2.274918  -5.749528  -1.955964  0.000
H  -0.633607  -6.110726  -2.504768  0.000
H  -1.691745  -5.094009  -3.493829  0.000
H  -0.589101  -4.360746  -0.723767  0.000
H  -1.666643  -3.343328  -1.681778  -0.001
H  1.507215  -2.962316  -5.065289  0.000
H  2.661761  -3.533060  -3.854287  0.000
H  2.968154  -0.982167  -5.530326  0.000
H  3.871686  -2.483763  -5.766431  0.000
H  4.111037  -1.533017  -4.295043  0.000
H  2.969329  -2.007952  0.290587  0.001
H  3.538179  -1.358035  -1.259268  0.000
H  4.978399  -3.398427  -1.562716  0.000
H  4.437035  -3.997883  0.011063  0.000
H  5.403163  -2.516157  -0.087892  0.000
C  -1.178699  1.102247  -0.345141  0.009
H  -2.238588  0.883696  -0.506182  0.009
H  -0.893687  1.886512  -1.049089  -0.052
C  -1.987135  -0.148858  4.357296  0.010
Si  -2.629368  0.921748  2.961355  -0.007
C  -3.605257  2.338335  3.705129  0.005
C  -3.698285  -0.132154  1.839436  0.003
Ge  -0.877786  1.717381  1.485269  0.263
Si  -2.310835  3.984093  0.541787  0.486
C  -3.934351  3.323159  -0.110396  0.059
C  -2.604037  5.282951  1.855456  0.087
C  -1.341823  4.739333  -0.872567  0.065
Si  1.215442  2.923148  1.644748  0.000
C  2.461543  2.075278  2.757372  0.012
C  1.875737  2.892819  -0.110750  0.007
C  0.960118  4.668672  2.279940  0.005
H  -2.841527  -0.478270  4.954470  0.000
H  -1.312605  0.391766  5.024680  0.000
H  -1.480468  -1.045970  3.998050  -0.001
H  -4.267287  1.965482  4.490560  -0.001
H  -4.230785  2.833721  2.961527  0.001
H  -2.949533  3.085881  4.154828  0.003
H  -4.469832  -0.640564  2.423038  0.000
H  -3.094449  -0.897051  1.344230  0.000
H  -4.194323  0.458447  1.067835  -0.001
H  -4.510964  2.771021  0.630980  -0.004
H  -3.783121  2.683520  -0.980055  -0.003
H  -4.536051  4.183949  -0.420760  0.015
H  -3.217028  4.925458  2.679265  -0.008
H  -3.143945  6.102003  1.367281  0.019
H  -1.680560  5.690506  2.262237  -0.008
H  -1.150499  4.028613  -1.677002  -0.012
H  -0.395785  5.182180  -0.563014  -0.004
H  -1.961643  5.544020  -1.282709  0.012
H  2.690310  1.058578  2.434928  0.000
H  2.137153  2.048304  3.799652  0.000
H  3.393588  2.645811  2.722166  0.000
H  1.952666  1.859159  -0.461761  -0.003
H  2.873170  3.337686  -0.152358  0.000
H  1.231833  3.439320  -0.801989  -0.001
H  0.319450  4.677294  3.163729  0.004
H  0.511275  5.319292  1.528970  0.002
H  1.918168  5.111084  2.563599  -0.001

Forces on the atoms, in the same order (eV/Å):
Pt 0.3 -0.2 0.0
Cl 0.0 0.0 0.0
C 0.0 0.0 0.0
C 0.0 0.0 0.0
C 0.0 0.0 0.0
Cl 0.0 0.0 0.0
C 0.2 0.0 0.0
O -0.5 0.1 0.1
C 0.0 0.0 0.0
C 0.0 -0.1 0.2
O 0.0 0.2 -0.2
C 0.0 0.1 0.0
H 0.0 0.0 0.0
H 0.1 0.0 0.0
H 0.0 0.0 0.0
C 0.0 0.0 0.0
C 0.0 0.0 0.0
C 0.0 0.0 0.1
N 0.0 0.0 -0.1
C 0.0 0.0 0.1
C 0.0 0.0 0.0
H 0.0 0.0 0.0
H 0.0 0.0 0.0
H 0.0 0.0 0.0
H 0.0 0.0 0.0
H 0.0 0.0 0.0
C 0.0 0.0 0.0
C 0.0 0.0 0.1
O 0.1 -0.1 0.0
P -0.2 0.3 0.0
O 0.0 0.0 0.0
C 0.0 0.0 0.0
C 0.0 0.0 0.0
O 0.1 0.0 -0.1
C 0.0 0.0 0.1
C 0.0 0.0 0.0
H 0.0 0.0 0.0
H 0.0 0.0 0.0
H 0.0 0.0 0.0
H 0.0 0.0 0.0
H 0.0 0.0 0.0
H 0.0 0.0 0.0
H 0.0 0.0 0.0
H 0.0 0.0 0.0
H 0.0 0.0 0.0
H 0.0 0.0 0.0
H 0.1 0.0 -0.1
H 0.0 0.0 0.0
H 0.0 0.0 0.0
H 0.0 0.0 0.0
H 0.0 0.0 0.0
C 0.0 -0.3 0.0
H 0.0 0.1 0.0
H -0.1 0.0 0.0
C 0.1 0.0 0.0
Si -0.1 0.1 0.0
C 0.0 0.0 0.0
C 0.0 0.0 0.0
Ge 0.1 -0.3 -0.1
Si -0.1 0.1 0.0
C 0.0 0.0 0.0
C 0.0 0.0 0.0
C 0.0 0.0 0.0
Si -0.1 0.1 0.1
C 0.0 -0.1 0.0
C 0.0 0.0 0.0
C 0.1 0.0 0.0
H 0.0 0.0 0.0
H 0.0 0.0 0.0
H 0.0 0.0 0.0
H 0.0 0.0 0.0
H 0.0 0.0 0.0
H 0.0 0.0 0.0
H 0.0 0.0 0.0
H 0.0 0.0 0.0
H 0.0 0.0 0.0
H 0.0 0.0 0.0
H 0.0 0.0 0.0
H 0.0 0.0 0.0
H 0.0 0.0 0.0
H 0.0 0.0 0.0
H 0.0 0.0 0.0
H 0.0 0.0 0.0
H 0.0 0.0 0.0
H 0.0 0.0 0.0
H 0.0 0.0 0.0
H 0.0 0.0 0.0
H 0.0 0.0 0.0
H 0.0 0.0 0.0
H 0.0 0.0 0.0
H 0.0 0.0 0.0
H 0.0 0.0 0.0
H 0.0 0.0 0.0
H 0.0 0.0 0.0

Properties
- frontier orbital gap (alpha / beta) (eV) = 7.2 / 5.9
- net charge = +1
- F_max (eV/A) = 0.509
- HOMO level (alpha / beta) (eV) = -9.74 / -10.05
- multiplicity = 2
- total energy (eV) = -159334.353
- relative energy (zero: lowest compared OMol25 entry of this formula, charge and spin) (kcal per mole) = 45.1

---

(2)
DFT (wB97M-V/def2-TZVPD) results for the molecule C28H52N4O2 in a non-equilibrium geometry.

Each line ends with the Mulliken charge.
Positions of all 86 atoms, in Å:
C  2.097757  2.419875  0.674734  -1.381
C  1.733830  1.048800  0.862626  -0.024
C  0.442463  0.432311  0.068952  0.905
C  1.013147  0.263500  -1.475264  -1.179
O  2.448751  0.291681  -1.567154  -0.007
C  2.992355  -0.725226  -2.434686  0.460
C  3.546564  0.032603  -3.772681  -1.369
C  4.189683  -1.590980  -1.736632  -1.290
C  4.907316  -0.822342  -0.524370  1.443
C  5.994608  0.185490  -1.207818  -1.175
C  5.648770  -1.971913  0.364006  -1.330
N  0.124549  -0.919823  0.518817  0.491
C  1.262861  -1.837893  0.726240  0.337
C  1.613773  -2.183849  2.263706  -0.654
C  1.038586  -1.170369  3.359094  -0.799
O  -0.499124  1.459772  0.026796  0.111
C  -1.853310  1.395096  0.375358  0.693
C  -2.448666  0.489044  1.525460  -0.940
C  -2.982679  -0.969315  1.201530  -0.039
C  -4.220111  -1.328990  0.309844  -0.115
C  -4.715149  -2.793677  0.074369  -0.715
C  -3.999929  -4.022231  0.742143  -0.473
C  -2.805496  -3.683495  1.666544  -0.464
C  -2.327079  -2.233252  1.878474  0.092
C  -2.169371  2.925928  0.906865  -1.381
C  -1.700068  3.202085  2.417796  0.371
N  -2.801990  3.046984  3.443209  -0.614
N  -1.409599  4.699266  2.464022  -0.845
N  -0.415854  2.555026  2.820771  -0.377
C  -2.733798  1.296077  -1.005830  -0.230
C  -2.593704  2.616642  -1.938725  -1.153
C  -2.312027  0.072242  -1.954615  0.150
C  -3.593229  -0.204659  -2.935289  -0.390
C  -3.517543  -1.670814  -3.587501  -1.191
H  3.052893  2.831842  1.137428  0.249
H  1.463187  3.092844  -0.002261  0.178
H  2.358082  0.472741  1.614617  0.119
H  0.615822  1.153174  -2.104696  0.198
H  0.505657  -0.673771  -1.881196  0.250
H  2.244468  -1.497837  -2.816431  0.221
H  4.188366  -0.732657  -4.323930  0.411
H  2.612998  0.208366  -4.432966  0.341
H  4.084877  0.996589  -3.494595  0.220
H  4.947468  -1.886022  -2.550081  0.542
H  3.728832  -2.583828  -1.370159  0.307
H  4.203126  -0.277471  0.186007  -0.330
H  5.464324  1.202915  -1.275003  0.204
H  6.322551  -0.191659  -2.248961  0.201
H  6.899502  0.207814  -0.495802  0.439
H  6.676001  -2.260278  -0.065683  0.363
H  4.975080  -2.900177  0.494473  0.267
H  5.786459  -1.539594  1.427729  0.337
H  -0.565605  -1.425899  -0.046446  0.238
H  2.244846  -1.552549  0.220430  -0.956
H  0.960786  -2.850537  0.248917  0.500
H  1.263021  -3.241736  2.555124  0.327
H  2.764373  -2.203093  2.388063  0.287
H  1.868237  -0.834187  4.079576  0.319
H  0.253608  -1.727535  4.001317  0.303
H  0.542523  -0.226246  2.961032  -0.036
H  -3.375550  1.044728  1.946882  0.811
H  -1.746944  0.380045  2.438872  0.192
H  -4.814306  -0.511582  -0.205649  0.392
H  -5.605024  -3.047370  -0.606825  0.308
H  -4.320885  -5.104288  0.575916  0.334
H  -2.248990  -4.514113  2.221012  0.314
H  -1.440795  -2.065419  2.574277  0.026
H  -1.560424  3.692985  0.287873  0.260
H  -3.266957  3.202784  0.727368  0.260
H  -2.604192  3.706627  4.216600  0.319
H  -2.746902  2.095218  3.862530  0.338
H  -0.623235  4.895238  1.822578  0.341
H  -1.024862  4.914692  3.407467  0.333
H  0.357310  3.226435  2.883784  0.303
H  -0.493185  2.040453  3.711107  0.231
H  -3.824820  1.285526  -0.659043  0.323
H  -1.572654  3.138161  -1.824508  0.124
H  -2.894891  2.448810  -3.023265  0.357
H  -3.359831  3.373026  -1.510183  0.291
H  -1.480904  0.416975  -2.653210  0.583
H  -2.125484  -0.917393  -1.424048  -0.339
H  -4.578925  -0.047722  -2.383871  0.311
H  -3.581862  0.553640  -3.806927  0.286
H  -2.821570  -1.599973  -4.495792  0.309
H  -3.117333  -2.464512  -2.868009  0.245
H  -4.544552  -2.007774  -3.972227  0.330

Forces on the atoms, in the same order (eV/Å):
C -0.9 -3.3 0.0
C 0.4 3.7 -0.1
C 4.1 -0.2 -1.4
C -1.3 1.5 -0.4
O -1.0 -2.1 -0.4
C 1.9 -0.1 -1.6
C -1.2 -1.2 0.5
C -1.2 0.3 0.4
C 1.3 -1.6 -1.0
C -0.7 -0.3 1.1
C -0.3 0.8 0.5
N -0.2 0.1 0.8
C 0.6 -1.7 0.2
C 0.5 0.1 0.6
C -0.2 -0.2 0.9
O -0.2 -1.2 0.5
C -2.7 2.7 -0.5
C -0.8 -1.3 1.0
C -1.4 -4.7 -0.5
C 1.3 -2.4 1.4
C 2.9 -0.3 2.1
C 1.4 4.4 0.7
C -1.6 2.4 -1.5
C -2.3 -0.2 -1.8
C 0.9 -0.1 0.0
C 0.3 2.3 0.8
N 1.1 -0.8 -0.1
N 0.2 -0.5 0.0
N -0.7 -0.8 0.3
C 0.9 0.2 -0.3
C -0.7 0.9 1.5
C -2.2 0.3 -0.7
C 0.5 -0.3 -0.4
C -0.1 0.4 -0.4
H -1.5 -0.6 -0.6
H 1.1 -1.1 1.1
H -0.9 0.4 -1.3
H 0.5 -1.3 1.0
H 1.1 1.0 0.3
H 0.5 1.2 0.8
H -0.6 1.3 0.6
H 1.6 0.2 1.0
H -0.7 -1.4 -0.5
H -1.0 0.5 1.3
H 0.6 1.5 -0.4
H 0.7 -0.6 -1.4
H 1.2 -1.4 -0.1
H -0.6 0.7 1.8
H -1.3 0.4 -1.3
H -1.6 0.3 0.6
H 1.1 1.4 -0.4
H 0.1 -0.7 -1.6
H 0.3 0.9 0.2
H -1.5 0.0 0.5
H 0.5 1.7 0.7
H 0.4 1.6 -0.7
H -1.8 0.0 -0.4
H -1.2 -0.5 -1.0
H 1.2 1.0 -0.9
H 0.7 -1.3 0.2
H 1.5 -0.7 -0.9
H -0.8 0.2 -1.8
H 0.9 -1.2 0.8
H 1.5 0.8 1.2
H 0.4 1.9 0.2
H -0.9 1.3 -0.9
H -1.4 -0.2 -1.1
H -0.9 -1.5 0.8
H 1.5 -0.5 0.7
H -0.2 -0.5 -0.7
H -0.1 0.9 -0.5
H -0.6 -0.2 0.3
H -0.4 -0.3 -0.8
H -0.6 -0.5 -0.1
H 0.0 0.5 -0.7
H 1.4 -0.4 -0.7
H -1.4 -1.1 -0.5
H 0.7 0.0 1.5
H 1.3 -1.0 -0.9
H -0.8 -0.7 1.3
H 0.1 1.4 -0.6
H 1.4 -0.3 -0.6
H -0.1 -1.1 1.4
H -0.9 -0.3 1.3
H -0.6 1.2 -0.9
H 1.5 0.5 0.6

Properties
- frontier orbital gap (eV) = 8.8
- net charge = 0
- F_max (eV/A) = 4.972
- structure (SMILES) = C=C[C@@](CO[C@@H](C)CC(C)C)(NCCC)O[C@@](Cc1ccccc1)(CC(N)(N)N)[C@@H](C)CCC
- HOMO level (eV) = -8.24
- multiplicity = 1
- total energy (eV) = -39924.163
- relative energy (zero: lowest compared OMol25 entry of this formula, charge and spin) (kcal per mole) = 225.7